No. 1
{"formula": "C3H4O2", "method": "ωB97M-V with the def2-TZVPD basis set", "species": ["O", "O", "C", "C", "C", "H", "H", "H", "H"], "xyz": [[-1.139, -1.112, -0.021], [2.793, -0.619, -0.224], [-0.342, -0.250, -0.667], [-1.422, 0.254, 0.233], [1.904, -0.015, 0.225], [1.892, 0.695, 1.092], [-1.305, 0.699, 1.251], [0.042, -0.235, -1.615], [-2.422, 0.582, -0.274]], "forces_ev_per_angstrom": [[-0.2, -1.6, 0.3], [0.8, -0.2, -0.2], [2.2, 1.7, 4.8], [-1.6, 1.5, -1.9], [-3.7, 0.1, -0.4], [0.3, -0.2, -0.1], [0.4, -0.8, -0.9], [-0.1, -0.1, -2.5], [1.9, -0.5, 1.0]], "relative_energy_kcal_mol": 123.6, "max_force_ev_per_a": 5.56, "homo_energy_ev": [-7.584, -7.570], "homo_lumo_gap_ev": [8.5, 8.5], "e_lumo_ev": [0.960, 0.928], "mol_weight_g_mol": 72.06, "spin_multiplicity": 1}


No. 2
{"formula": "C26H40BClN5O7P2S2", "method": "ωB97M-V with the def2-TZVPD basis set", "species": ["Cl", "S", "S", "P", "P", "O", "O", "O", "O", "O", "O", "O", "N", "N", "N", "N", "N", "C", "C", "C", "C", "C", "C", "C", "C", "C", "C", "C", "C", "C", "C", "C", "C", "C", "C", "C", "C", "C", "C", "C", "C", "C", "C", "B", "H", "H", "H", "H", "H", "H", "H", "H", "H", "H", "H", "H", "H", "H", "H", "H", "H", "H", "H", "H", "H", "H", "H", "H", "H", "H", "H", "H", "H", "H", "H", "H", "H", "H", "H", "H", "H", "H", "H", "H"], "xyz": [[-2.100, 1.322, 0.275], [-3.111, -2.323, -1.026], [-0.695, -4.122, -1.218], [0.868, 6.519, -1.324], [0.927, 2.675, 2.122], [0.230, 0.101, -0.389], [-0.046, 3.455, 2.947], [-1.475, 0.814, -2.780], [0.571, 6.049, -2.709], [-0.434, 7.427, -0.837], [0.312, 2.333, -3.446], [2.175, 7.508, -1.247], [4.561, -2.805, 0.798], [-1.979, -3.528, 1.191], [1.920, 1.646, -1.316], [1.653, 3.884, -0.795], [0.341, 2.404, 0.485], [-2.311, -5.726, 2.307], [-1.742, 3.674, -4.058], [-1.173, -0.617, 3.603], [1.429, -0.668, -2.333], [-2.898, -4.608, 1.556], [0.885, 0.614, -1.553], [-4.326, -4.650, 1.255], [-2.452, 0.049, 3.799], [4.684, -0.253, 0.724], [0.302, -1.800, -2.431], [-0.292, 1.054, 0.463], [-3.473, -1.678, 2.261], [-0.589, 2.690, -4.519], [-3.075, -6.875, 2.755], [-4.510, -6.901, 2.439], [3.230, 0.411, 0.573], [-5.126, -5.785, 1.714], [4.531, -1.573, 1.619], [1.313, 2.651, -0.519], [-3.624, -0.490, 3.112], [3.221, 1.158, -0.813], [0.724, -2.966, -1.412], [-2.008, -3.262, -0.245], [-2.199, -2.345, 2.015], [1.108, 5.079, -0.126], [-1.024, -1.782, 2.713], [-0.150, 1.291, -2.644], [-5.105, -7.789, 2.770], [-0.049, -2.294, 2.551], [2.512, -0.440, 0.661], [-4.407, -2.041, 1.775], [5.063, -2.677, -0.077], [2.494, 7.557, -2.175], [1.695, -0.294, -3.359], [1.342, 1.488, 2.784], [3.631, -3.196, 0.648], [2.099, 3.502, 2.008], [-2.624, -7.714, 3.332], [-2.468, 3.874, -4.893], [-1.283, 4.647, -3.726], [-2.270, 3.254, -3.157], [-4.823, -3.813, 0.713], [-0.697, -1.451, -2.081], [-0.978, 1.814, -5.097], [-1.217, -5.689, 2.538], [-1.260, 6.938, -1.016], [5.356, -1.667, 2.376], [1.686, -3.452, -1.700], [5.111, -0.559, -0.269], [5.403, 0.443, 1.233], [-0.244, -0.240, 4.107], [0.072, 4.871, 0.276], [3.895, 2.060, -0.692], [0.858, -2.445, -0.417], [3.554, -1.570, 2.178], [-0.204, 0.633, 1.507], [-6.220, -5.844, 1.514], [1.735, 5.354, 0.759], [0.268, -2.242, -3.463], [-4.636, -0.027, 3.225], [0.024, 3.290, -5.252], [-1.487, 0.225, -3.559], [2.296, -1.158, -1.822], [3.769, 0.500, -1.542], [3.168, 1.128, 1.444], [-2.569, 0.939, 4.458], [2.337, 4.036, -1.546]], "forces_ev_per_angstrom": [[1.1, -0.1, -0.2], [1.1, -0.7, 0.8], [0.0, -0.8, 0.1], [-1.5, 1.4, -2.0], [-1.2, 3.1, 2.4], [0.5, 1.3, 0.7], [0.8, -1.3, -1.1], [1.8, -0.4, -0.3], [1.0, -0.4, 1.4], [2.1, -1.3, 0.5], [-1.0, -1.7, 0.8], [-1.5, -1.5, 0.0], [-0.5, 0.3, 0.3], [-1.3, 0.8, -0.5], [-1.1, -0.5, 1.5], [-0.2, 0.4, 0.5], [2.4, -1.1, -0.9], [-1.0, -0.1, -0.3], [0.5, -0.3, 0.6], [-0.7, -0.7, -1.2], [-1.0, 0.3, -0.1], [-1.1, -3.0, 1.1], [-0.5, -0.5, -2.5], [0.7, -1.3, 1.1], [-0.3, -1.7, -1.3], [-0.7, -0.5, 1.2], [1.2, -0.7, 0.7], [-1.2, -0.9, 1.3], [0.5, 0.8, 0.5], [-0.5, 2.0, -1.4], [-1.7, 1.9, -1.3], [1.4, 1.5, -0.4], [1.8, -0.2, -0.3], [2.0, -0.5, 0.5], [0.4, -0.1, -0.3], [0.4, -0.1, -0.6], [2.2, -1.3, -0.3], [1.5, 0.3, 1.3], [-1.0, 2.3, 0.5], [0.1, 0.9, -0.4], [0.5, 2.8, 2.2], [-0.6, 0.8, 0.9], [-2.3, 0.7, 0.0], [-0.9, 0.6, -0.5], [0.5, 1.1, -0.4], [-0.8, 0.5, 0.3], [0.2, 1.0, -0.2], [1.0, 0.2, 0.5], [-0.3, -0.2, 0.3], [-0.2, 0.2, 0.5], [0.2, -0.5, 1.0], [-0.1, 0.0, -0.9], [0.5, 0.2, -0.2], [-0.2, -0.9, -0.6], [-0.3, 0.9, -0.6], [0.7, -0.3, 0.8], [-0.4, -0.9, -0.5], [0.3, 0.3, -1.1], [0.5, -0.9, 0.4], [0.8, -0.1, -0.6], [0.3, 0.5, 0.8], [-1.1, 0.1, -0.3], [0.4, 0.2, -0.1], [-0.7, 0.4, -0.7], [-1.1, -0.1, 0.2], [-0.4, 0.4, 0.9], [-0.7, -0.5, -0.7], [-1.1, -0.4, -0.4], [1.1, -0.1, -0.5], [-0.7, -0.9, -0.2], [0.1, -0.7, -0.9], [1.0, 0.2, -0.4], [-0.4, 0.2, -1.1], [1.1, 0.2, 0.1], [-0.4, 0.0, -0.8], [-0.2, 0.6, 0.9], [1.1, -0.5, -0.1], [-0.4, -0.8, 0.8], [-0.5, 0.3, 0.4], [-0.4, 0.8, -0.5], [-1.1, 0.8, 0.3], [-0.4, -0.7, -0.9], [0.3, -0.9, -0.6], [-0.5, -0.4, 0.2]], "total_charge": 1, "max_force_ev_per_a": 4.07, "homo_energy_ev": -10.478, "homo_lumo_gap_ev": 6.3, "e_lumo_ev": -4.128, "mol_weight_g_mol": 706.98, "spin_multiplicity": 1}